1.
{
  "formula": "C4H11N2PS2",
  "method": "ωB97M-V with the def2-TZVPD basis set",
  "elements": ["C", "N", "C", "P", "S", "N", "C", "C", "S", "H", "H", "H", "H", "H", "H", "H", "H", "H", "H", "H"],
  "positions_angstrom": [[2.177, -0.379, -1.053], [1.036, -0.450, -0.106], [1.289, -1.266, 1.075], [0.301, 1.006, 0.337], [1.216, 2.139, 1.626], [-1.383, 0.248, 1.175], [-2.489, 0.308, 0.189], [-1.780, 0.341, -1.190], [-0.606, 1.710, -1.398], [1.862, -0.118, -1.984], [2.799, 0.556, -0.616], [2.765, -1.222, -1.094], [1.797, -0.536, 1.853], [0.183, -1.519, 1.421], [1.892, -2.095, 0.666], [-1.449, 0.774, 2.032], [-2.998, 1.233, 0.312], [-2.990, -0.581, 0.211], [-1.156, -0.457, -1.322], [-2.467, 0.310, -2.134]],
  "nbo_charge": [-0.40, -0.82, -0.46, 1.34, -0.52, -0.87, -0.24, -0.52, -0.02, 0.20, 0.18, 0.21, 0.21, 0.25, 0.21, 0.38, 0.20, 0.21, 0.22, 0.24],
  "e_homo_ev": -8.832,
  "de_lowest_kj_mol": 34.6,
  "total_charge": 0,
  "smiles": "CN(C)[P@]1(=S)NCCS1",
  "orbital_gap_ev": 9.45,
  "total_energy_ev": -38265.1730
}


2.
{
  "formula": "C4H12N2",
  "method": "ωB97M-V with the def2-TZVPD basis set",
  "elements": ["C", "C", "C", "C", "N", "N", "H", "H", "H", "H", "H", "H", "H", "H", "H", "H", "H", "H"],
  "positions_angstrom": [[-2.463, -0.805, -0.680], [2.124, -0.891, 0.938], [2.223, -0.331, -0.361], [-0.124, 0.908, 0.086], [1.342, 1.080, -0.152], [-2.756, 0.305, 0.141], [-2.028, -0.670, -1.677], [-1.674, -1.448, -0.228], [2.644, -0.329, 1.696], [1.942, -1.949, 1.092], [1.754, -0.825, -1.312], [3.150, 0.044, -0.795], [-0.594, 0.716, -0.888], [-0.401, -0.065, 0.501], [-0.547, 1.833, 0.449], [1.669, 1.086, 0.833], [-2.923, 0.006, 1.094], [-3.318, -1.518, -0.788]],
  "lowdin_spin": [0.10, -0.02, 0.00, 0.02, 0.03, 0.78, 0.00, 0.03, 0.00, 0.00, 0.00, 0.00, 0.00, 0.01, 0.00, 0.00, 0.02, 0.04],
  "e_homo_ev": [-13.311, -13.306],
  "de_lowest_kj_mol": 582.9,
  "spin_multiplicity": 2,
  "total_charge": 1,
  "orbital_gap_ev": [5.19, 5.15],
  "total_energy_ev": -7308.4021
}


3.
{
  "formula": "CH3IN2O",
  "method": "ωB97M-V with the def2-TZVPD basis set",
  "elements": ["C", "N", "N", "O", "I", "H", "H", "H"],
  "positions_angstrom": [[-0.627, -2.060, -0.446], [1.014, 2.398, 0.597], [0.122, 1.547, 0.613], [-0.777, 1.345, 1.432], [0.069, -0.330, -1.121], [-1.453, -2.593, -0.738], [0.097, -2.760, 0.007], [1.555, 2.452, -0.344]],
  "nbo_charge": [-0.62, -0.42, 0.27, -0.35, 0.40, 0.19, 0.20, 0.35],
  "e_homo_ev": [-8.360, -8.868],
  "de_lowest_kj_mol": 500.4,
  "total_charge": 0,
  "orbital_gap_ev": [7.16, 8.28],
  "total_energy_ev": -14207.7808
}